27
Properties=species:S:1:pos:R:3 method="wB97M-V/def2-TZVPD" de_lowest_kcal_mol=53.3 multiplicity=1 lumo_energy_ev=-3.91 charge=+1 total_energy_ha=-913.42227 orbital_gap_ev=8.86 e_homo_ha=-0.46902 molar_mass_g_mol=196.30
C 0.74266 0.78973 -2.20836
H 0.20808 3.30827 0.22234
C -1.36442 -0.99791 2.06669
C -0.48102 -0.13921 -0.23999
S 3.33623 1.75517 1.57906
C -2.08222 -1.81462 -0.26882
H -1.03913 -1.02595 -3.35301
H 1.63870 0.60040 -1.63914
C -0.27173 -0.08769 -1.63827
H -0.32568 -0.73856 2.45349
H -0.17152 2.57999 1.73511
H -1.57833 -2.07482 2.37296
H 2.53343 2.76473 1.47596
N 2.08348 -0.59256 1.03734
H 2.81301 -1.14727 1.49362
C -1.09291 -0.97987 -2.28002
C -1.28346 -0.91267 0.56126
H -2.08137 -0.29175 2.48677
H -2.90745 -2.40684 0.17153
H 1.56963 -1.15285 0.33938
N 0.85718 1.25357 0.77199
N 0.47493 2.52574 0.91016
H 0.20260 1.66809 -1.96297
C -1.97715 -1.76934 -1.64694
C 1.96247 0.72072 1.16457
H -2.52981 -2.49439 -2.29815
H 0.76381 0.65988 -3.30656

---

38
Properties=species:S:1:pos:R:3 method="wB97M-V/def2-TZVPD" de_lowest_kcal_mol=0.0 multiplicity=1 lumo_energy_ev=-7.21 charge=+2 total_energy_ha=-2377.90419 orbital_gap_ev=6.81 e_homo_ha=-0.51531 molar_mass_g_mol=404.49
Al -0.32278 0.04601 0.50811
H -2.71465 1.73145 0.72646
C -1.34212 -0.42115 -3.64582
H 3.56390 -2.00823 1.85101
S -0.61688 4.53409 -0.26500
S 4.24817 0.33252 0.64788
N -0.68080 -0.61649 -1.34469
C 0.96143 3.90838 -0.23174
N 2.65074 -1.71885 1.51212
H -1.31251 -3.66957 -2.63958
C -1.16480 -2.61073 -2.68527
C 2.03649 1.53672 0.10552
H -1.04485 1.19009 -2.24722
C -1.01033 0.14841 -2.43929
N -0.34979 -2.26136 2.09990
N 1.62595 0.22999 0.57351
C -0.76501 -1.97725 -1.46204
N -0.75976 -1.48647 4.19823
C 2.66926 -0.52686 0.91518
H -1.14291 -0.77307 4.84844
H 1.79671 4.50734 -0.41254
N -0.44771 -1.90349 0.74039
H -1.88961 -2.30680 -4.65193
C -0.89693 -1.33202 2.90407
C -0.41996 -2.70581 -0.28284
H -0.30642 -3.77788 -0.26208
H 3.96671 2.53190 -0.40684
N -2.57074 2.66536 0.25663
N -0.34252 1.96406 0.09295
H -1.59088 0.26944 -4.48683
C 0.97166 2.53128 -0.04613
S -1.73861 0.12236 2.22399
H -3.27646 3.35066 0.43282
C 3.42418 1.68514 -0.01763
C -1.52358 -1.80474 -3.75825
H 1.81205 -2.05896 2.00907
H -0.22667 -2.27548 4.52935
C -1.26999 2.94999 0.11010

---

17
Properties=species:S:1:pos:R:3 method="wB97M-V/def2-TZVPD" multiplicity=1 lumo_energy_ev=-12.73 charge=+2 total_energy_ha=-2801.60643 orbital_gap_ev=2.52 e_homo_ha=-0.56012 molar_mass_g_mol=348.61
O 1.90495 0.27612 3.38753
O -1.98515 1.70326 -0.73183
Cl 1.80992 -0.64009 2.29297
O 3.04658 -0.87341 1.63021
O 0.29466 0.09546 -1.63694
Mg -1.38834 -3.17308 -1.21610
O 0.81348 -0.18136 1.31042
O -4.17692 1.72656 -1.21085
O -3.45676 0.77788 0.87217
N 1.09092 -0.83726 -1.95345
Cl -3.32522 1.84562 -0.01218
O -3.29853 3.08471 0.60741
Mg -0.30558 1.45186 -0.34813
K 4.60763 -0.87441 -1.69040
O 0.69472 -2.02293 -1.99125
O 1.44788 -1.86663 2.81000
O 2.22575 -0.49230 -2.11957

---

14
Properties=species:S:1:pos:R:3 method="wB97M-V/def2-TZVPD" de_lowest_kcal_mol=2.6 multiplicity=1 lumo_energy_ev=0.35 smiles=C[Si](C)(I)CBr total_energy_ha=-3280.33590 orbital_gap_ev=9.77 e_homo_ha=-0.34639 molar_mass_g_mol=278.99
H 0.47120 -2.00897 1.11768
H -1.33015 -1.89346 -0.65740
H 0.73086 1.82653 -1.65642
H 0.95086 2.40920 0.08783
C -1.30073 -0.78216 -0.92336
Br -0.79553 -0.68861 -2.83777
I -1.92876 1.53240 1.77360
C 0.93464 1.56290 -0.61634
H 1.95346 1.19859 -0.46100
H 1.73037 -0.75094 1.20465
H 0.44585 -1.02922 2.36398
Si -0.17758 0.23383 0.24093
H -2.38750 -0.55594 -0.89189
C 0.70300 -1.05414 1.25552

---

111
Properties=species:S:1:pos:R:3 method="wB97M-V/def2-TZVPD" multiplicity=1 lumo_energy_ev=-5.20 charge=+1 total_energy_ha=-6042.10125 orbital_gap_ev=4.94 e_homo_ha=-0.37241 molar_mass_g_mol=890.90
O 4.70124 5.23919 4.46460
H -2.57806 -0.49944 0.84790
C -6.43370 -1.52880 -5.31609
H 0.49766 4.10185 3.59274
C 0.33512 3.06817 -4.34247
C -1.25011 -4.54209 2.62091
H 3.50794 0.72891 -3.68375
Br 3.73315 -1.80432 0.99084
O 6.43102 1.33430 0.09894
C 2.65407 2.88556 1.37751
H -1.24292 3.75695 3.30517
H -0.72021 -4.43043 3.59969
H 7.74071 2.01888 5.00923
N 4.28147 -0.03265 0.81314
H 4.38335 3.79343 -4.18136
O 2.42804 2.94842 -2.11609
H -8.39657 -2.05849 -5.91020
C -2.02470 -5.75881 -0.16457
C -0.95530 -0.30312 -1.69636
H -3.79927 -1.26131 2.44194
H 2.13292 -0.76796 -1.02353
C -4.57201 -0.61396 -0.07857
N 2.00724 0.90063 0.38220
H -0.99495 -1.27167 -2.26515
H 0.95786 4.53855 -2.08292
C -3.00297 -0.84266 -0.12836
O -8.58883 -4.22291 -4.49129
H 0.60508 -3.78590 -0.86289
C 2.60755 1.02694 -4.28544
C 0.03727 -0.51902 -0.46970
H 2.90915 4.34992 2.62284
Si 2.14225 2.83471 -3.80622
O 6.63814 -0.92781 0.54809
H 2.18164 4.49192 -0.77093
N -0.86355 -5.05796 0.18477
C 1.41946 2.22692 0.66769
C -1.15213 -4.61169 -2.10384
C -2.24512 -5.47875 -1.57320
C 3.40287 0.94140 0.57107
C 5.18996 4.53067 6.65712
H -4.44908 -3.34021 -3.07867
H -2.48809 1.16852 -0.92850
H -2.63152 -6.35775 0.55041
S 5.97772 0.28171 0.99074
C -3.50269 -3.42742 1.90053
H -0.40898 -0.19299 0.50190
C -5.25086 -1.87408 -4.49594
C -5.24262 -1.77823 0.77596
C 1.53293 3.83663 -1.42791
H -3.70369 -3.83928 0.87839
H -3.11108 -5.88045 -2.13976
C -5.32393 -3.10350 -3.67338
H 1.76666 0.36196 -3.92660
H -0.05587 3.75118 0.05726
C 6.86974 2.75668 6.87982
H 4.57943 2.63453 0.96918
H 2.81943 0.91163 -5.37531
H 0.30315 2.85171 -5.44982
H -6.36198 -0.62634 -5.90996
C 1.47928 0.10756 -0.74558
C -0.24038 3.77789 2.79931
H -2.76402 -1.91168 -0.38080
H -6.27882 -1.44562 1.06137
O 7.51229 2.01798 7.59325
H 0.65799 -4.28431 1.45554
H -4.77385 0.37180 0.41512
H 1.37401 0.69513 -1.69999
H -0.07424 2.31958 -1.00838
H -3.07976 -0.00742 -2.16174
C -6.41266 -3.87022 -3.67300
C -0.32704 -4.40014 -0.91934
H -0.25421 4.59930 2.03873
C 3.39088 3.94636 -4.70210
O 0.82350 1.22385 3.39442
H -6.48410 -4.77269 -3.07884
H -0.59774 0.49870 -2.40671
O 2.66468 4.25439 1.68068
H -1.49739 -2.76722 1.24402
C 6.31900 3.53844 4.62262
H 3.54547 3.51452 -5.73451
H 0.08514 4.16100 -4.19773
H -1.00996 -4.23848 -3.14128
O -4.25583 -1.17626 -4.49642
C 7.02564 2.72895 5.40588
H -0.36768 2.41008 -3.77371
H 5.79598 3.72983 8.52252
H 3.14155 5.03519 -4.72290
H 0.18737 -6.03219 1.71115
C -4.40819 -2.13863 2.09419
H 6.42134 3.52962 3.54390
C 0.62640 2.99937 -0.44026
C -2.41380 0.09594 -1.25888
H 0.16647 -1.63837 -0.38710
C -1.96430 -3.19372 2.17794
H 4.47409 5.24070 7.05149
H -3.85170 -4.18252 2.66305
H 0.31266 0.39566 3.46470
C 5.34706 4.50091 5.18635
C -0.20873 -4.99806 1.51726
H -2.02942 -5.35182 2.69113
H -5.16152 -2.35548 2.89525
P 0.13525 2.09025 2.09563
H -5.33800 -2.71303 0.16219
C -7.52292 -2.29532 -5.31614
N 3.72539 2.34785 0.46116
F 6.38507 0.55200 2.55211
H 2.81976 2.37058 2.36471
C 5.89745 3.72160 7.44467
H -1.79485 -2.42286 2.98713
H -5.02910 -0.58556 -1.10019
C -7.59697 -3.52530 -4.49370

---

9
Properties=species:S:1:pos:R:3 method="wB97M-V/def2-TZVPD" de_lowest_kcal_mol=96.9 multiplicity=1 lumo_energy_ev="0.13 / -0.52" total_energy_ha=-495.62607 orbital_gap_ev="8.30 / 7.02" e_homo_ha="-0.30025 / -0.27712" molar_mass_g_mol=76.03
H 3.21216 -0.98981 -0.49115
P 3.43604 0.14763 0.19384
H -2.07666 1.47905 -0.17460
H -2.00731 0.70664 1.39938
H -2.28962 -0.44059 0.19412
C -0.33194 0.53652 0.27541
O 0.54017 0.08271 -0.38453
H 3.33896 0.53171 -1.09994
C -1.70087 0.55531 0.31221